ORCA calculation (the ωB97M-V functional and the def2-TZVPD basis) on 5 unconnected molecules or ions with the total composition CH12O5 in a non-equilibrium geometry.

E = -421.4676 Ha
net charge = 0
SMILES = CO.O.O.O.O
strongest force on any atom = 1.86 eV Å⁻¹
HOMO-LUMO gap = 9.968 eV
energy above the lowest of the compared OMol25 structures with the same formula, charge and spin = 17.71 kcal per mole

Last column: Löwdin charge in e.
CARTESIAN COORDINATES (ANGSTROEM)
C  -0.276  -0.590  -3.558  -0.16
O  -0.273  -0.745  -2.136  -0.16
H  -0.502  0.436  -3.801  0.07
H  0.696  -0.871  -3.969  0.07
H  -1.038  -1.241  -3.980  0.07
H  0.326  -0.047  -1.824  0.02
O  1.312  -0.300  1.993  -0.03
H  1.747  -0.733  2.724  0.06
H  1.250  -0.820  1.193  0.06
O  0.202  1.701  -1.093  -0.08
H  0.364  2.112  -0.211  0.00
H  -0.644  1.982  -1.445  0.05
O  -1.563  -2.645  3.628  -0.07
H  -1.077  -1.892  3.989  0.03
H  -2.451  -2.264  3.662  0.04
O  0.719  2.296  1.409  -0.04
H  1.175  1.439  1.390  0.02
H  0.032  2.183  2.029  0.04

---

ORCA calculation (the ωB97M-V functional and the def2-TZVPD basis) on 2 unconnected molecules or ions with the total composition C4H6O2 in a non-equilibrium geometry.

E = -306.3845 Ha
net charge = 0
strongest force on any atom = 2.34 eV Å⁻¹
HOMO-LUMO gap = 9.966 eV
energy above the lowest of the compared OMol25 structures with the same formula, charge and spin = 76.46 kcal per mole

Last column: Löwdin charge in e.
CARTESIAN COORDINATES (ANGSTROEM)
C  0.958  -0.182  -1.345  -0.10
C  0.881  1.002  0.869  -0.02
O  0.760  2.097  1.151  0.10
C  -1.000  -0.484  1.347  -0.04
C  -1.215  -0.418  0.032  -0.27
O  -0.320  -0.847  -0.910  -0.16
H  0.927  -0.508  -2.371  0.08
H  1.843  -0.581  -0.826  0.08
H  1.108  0.921  -1.381  0.07
H  -0.135  -1.007  1.739  0.07
H  -1.652  0.013  2.058  0.07
H  -2.154  -0.006  -0.362  0.12

---

ORCA calculation (the ωB97M-V functional and the def2-TZVPD basis) on 2 unconnected molecules or ions with the total composition HN3O3 in a non-equilibrium geometry.

E = -390.4639 Ha
net charge = 0
SMILES = O=[N+]([O-])O.N#N
strongest force on any atom = 5.26 eV Å⁻¹
HOMO-LUMO gap = 12.045 eV
energy above the lowest of the compared OMol25 structures with the same formula, charge and spin = 19.87 kcal per mole

Last column: Löwdin charge in e.
CARTESIAN COORDINATES (ANGSTROEM)
O  0.783  1.901  -0.037  0.12
N  0.641  0.728  -0.266  -0.49
O  -0.147  0.214  -0.954  0.03
O  1.431  -0.073  0.491  0.15
H  1.046  -0.895  0.412  0.06
N  -2.410  -0.977  0.019  0.10
N  -1.343  -0.897  0.335  0.03

---

ORCA calculation (the ωB97M-V functional and the def2-TZVPD basis) on a molecular structure, C39H34O2P2PtSi in a non-equilibrium geometry.

E = -2748.6855 Ha
net charge = 0
strongest force on any atom = 1.13 eV Å⁻¹
HOMO-LUMO gap = 7.494 eV
energy above the lowest of the compared OMol25 structures with the same formula, charge and spin = 6.55 kcal per mole

Last column: Löwdin charge in e.
CARTESIAN COORDINATES (ANGSTROEM)
Pt  -0.738  -0.173  -0.044  0.75
C  -0.784  -3.660  -0.216  -0.20
Si  -1.351  -2.204  0.818  0.45
C  -3.231  -2.291  1.019  -0.27
C  -3.959  -3.359  1.553  -0.07
C  -5.342  -3.299  1.626  -0.07
C  -6.025  -2.176  1.169  -0.08
C  -5.320  -1.107  0.647  -0.08
C  -3.923  -1.176  0.589  -0.37
P  -2.907  0.156  -0.066  0.85
C  -3.291  1.658  0.881  -0.36
C  -2.630  2.826  0.489  -0.11
C  -2.725  3.969  1.265  -0.07
C  -3.469  3.957  2.440  -0.08
C  -4.120  2.800  2.834  -0.08
C  -4.031  1.648  2.058  -0.08
C  -3.529  0.475  -1.742  -0.33
C  -4.474  1.466  -2.002  -0.08
C  -4.961  1.640  -3.290  -0.08
C  -4.515  0.823  -4.319  -0.08
C  -3.572  -0.164  -4.064  -0.07
C  -3.075  -0.334  -2.782  -0.09
C  -0.588  -2.439  2.551  -0.26
C  -0.364  -3.739  3.018  -0.10
C  0.099  -3.979  4.304  -0.08
C  0.353  -2.915  5.159  -0.08
C  0.160  -1.617  4.713  -0.10
C  -0.299  -1.368  3.418  -0.38
P  -0.492  0.352  2.805  1.07
C  1.210  0.972  2.603  -0.38
C  2.363  0.273  2.948  -0.07
C  3.615  0.807  2.667  -0.08
C  3.727  2.040  2.043  -0.09
C  2.582  2.740  1.684  -0.08
C  1.332  2.202  1.948  -0.13
C  -1.094  1.204  4.310  -0.36
C  -2.251  0.695  4.911  -0.12
C  -2.840  1.348  5.981  -0.09
C  -2.296  2.535  6.458  -0.10
C  -1.154  3.051  5.863  -0.09
C  -0.553  2.389  4.799  -0.08
H  -1.144  -4.626  0.149  0.02
H  0.310  -3.676  -0.233  0.04
H  -1.145  -3.538  -1.241  0.02
H  -3.441  -4.242  1.914  0.11
H  -5.900  -4.131  2.039  0.10
H  -7.106  -2.139  1.223  0.10
H  -5.839  -0.226  0.285  0.11
H  -2.021  2.822  -0.411  0.11
H  -2.208  4.872  0.962  0.11
H  -3.529  4.847  3.054  0.10
H  -4.679  2.780  3.761  0.11
H  -4.515  0.738  2.385  0.10
H  -4.822  2.105  -1.199  0.10
H  -5.688  2.416  -3.492  0.10
H  -4.895  0.963  -5.323  0.10
H  -3.216  -0.793  -4.870  0.11
H  -2.313  -1.076  -2.575  0.09
H  -0.555  -4.584  2.365  0.09
H  0.263  -4.996  4.642  0.10
H  0.710  -3.095  6.165  0.10
H  0.364  -0.784  5.376  0.11
H  2.286  -0.696  3.426  0.10
H  4.506  0.250  2.932  0.10
H  4.705  2.450  1.823  0.10
H  2.665  3.694  1.178  0.10
H  0.436  2.724  1.627  0.10
H  -2.685  -0.226  4.532  0.11
H  -3.728  0.934  6.444  0.10
H  -2.757  3.051  7.290  0.10
H  -0.721  3.972  6.235  0.10
H  0.345  2.797  4.351  0.10
C  2.358  0.997  -2.395  0.00
C  1.221  0.689  -1.463  -0.73
O  0.188  1.414  -1.472  -0.11
O  1.314  -0.330  -0.700  -0.16
H  2.381  2.062  -2.609  0.08
H  2.184  0.456  -3.327  0.09
H  3.303  0.663  -1.970  0.08

---

ORCA calculation (the ωB97M-V functional and the def2-TZVPD basis) on a single C3H4NP molecule in a non-equilibrium geometry.

E = -512.7517 Ha
net charge = 0
SMILES = C1=NCP=C1
strongest force on any atom = 3.08 eV Å⁻¹
HOMO-LUMO gap = 9.388 eV
energy above the lowest of the compared OMol25 structures with the same formula, charge and spin = 15.17 kcal per mole

Last column: Löwdin charge in e.
CARTESIAN COORDINATES (ANGSTROEM)
C  0.691  -0.882  0.085  -0.29
N  0.697  0.045  0.921  -0.04
C  -0.328  0.992  0.694  -0.47
P  -1.305  0.593  -0.909  0.95
C  -0.234  -0.681  -0.988  -0.45
H  1.244  -1.837  -0.019  0.12
H  0.334  1.750  0.326  0.06
H  -0.705  1.371  1.682  0.10
H  -0.394  -1.350  -1.792  0.01

---

ORCA calculation (the ωB97M-V functional and the def2-TZVPD basis) on 2 unconnected molecules or ions with the total composition C3H7NO3 in a non-equilibrium geometry.

E = -398.8997 Ha
net charge = 0
SMILES = O=CCNC=O.O
strongest force on any atom = 6.91 eV Å⁻¹
HOMO-LUMO gap = 10.281 eV
energy above the lowest of the compared OMol25 structures with the same formula, charge and spin = 86.55 kcal per mole

Last column: Löwdin charge in e.
CARTESIAN COORDINATES (ANGSTROEM)
O  0.028  2.124  -1.835  0.01
C  -0.783  1.865  -0.888  -0.23
C  -1.277  0.442  -0.658  -0.09
N  -0.222  -0.248  0.249  0.05
C  0.635  0.545  0.817  -0.35
O  0.406  1.687  1.335  0.00
H  -1.273  2.556  -0.151  0.13
H  -2.202  0.667  -0.202  0.08
H  -1.533  -0.285  -1.493  0.14
H  -0.475  -1.099  0.655  0.12
H  1.684  0.253  0.871  0.13
O  1.064  -4.753  0.568  -0.10
H  1.393  -4.462  1.495  0.08
H  0.527  -5.470  0.915  0.02